ORCA calculation (ωB97M-V/def2-TZVPD) on C55H47F3N5O3P2PbS2 as an isolated structure in a non-equilibrium geometry.

Positions of all 118 atoms, in Å:
Pb (16.15, 13.23, 11.71)
S (17.80, 11.30, 10.37)
S (16.59, 14.39, 9.21)
P (12.95, 12.49, 11.16)
P (10.35, 10.89, 12.30)
F (17.46, 8.85, 13.10)
F (17.85, 9.39, 15.12)
F (17.92, 10.98, 13.50)
O (15.17, 10.65, 13.07)
O (14.99, 12.49, 15.13)
O (15.43, 10.19, 15.31)
N (16.45, 15.03, 14.69)
N (14.64, 16.47, 14.88)
N (16.98, 13.57, 5.70)
N (19.15, 10.77, 7.02)
N (15.36, 15.66, 12.76)
C (13.25, 18.54, 10.41)
C (12.04, 14.05, 11.07)
C (17.71, 14.76, 14.17)
C (14.01, 10.76, 9.29)
C (12.99, 15.44, 17.10)
C (9.43, 8.22, 15.37)
C (12.52, 11.79, 7.09)
C (14.32, 11.31, 17.15)
C (10.25, 9.96, 13.95)
C (16.29, 18.23, 17.71)
C (12.45, 17.49, 10.95)
C (14.08, 10.21, 7.98)
C (14.13, 16.46, 17.28)
C (9.81, 15.13, 10.97)
C (18.48, 15.17, 16.64)
C (17.66, 11.85, 8.81)
C (10.42, 8.38, 11.22)
C (14.93, 16.90, 16.21)
C (16.03, 17.70, 16.44)
C (14.60, 18.58, 10.56)
C (9.46, 7.69, 9.18)
C (20.03, 14.64, 14.75)
C (12.23, 11.06, 12.08)
C (9.35, 8.98, 8.80)
C (17.10, 13.35, 6.84)
C (19.24, 14.09, 12.49)
C (13.11, 11.80, 9.51)
C (18.78, 14.91, 15.18)
C (14.31, 17.18, 18.53)
C (11.78, 16.43, 10.04)
C (13.22, 16.37, 11.73)
C (14.86, 11.49, 15.78)
C (15.34, 17.54, 11.26)
C (9.94, 7.36, 10.42)
C (20.30, 14.32, 13.38)
C (17.96, 14.29, 12.93)
C (14.65, 16.49, 11.92)
C (9.42, 10.05, 9.75)
C (15.51, 15.83, 14.07)
C (15.38, 18.05, 18.74)
C (11.09, 10.41, 14.98)
C (17.08, 13.10, 8.25)
C (16.81, 17.88, 11.39)
C (13.45, 10.76, 6.87)
C (10.19, 8.72, 16.39)
C (17.30, 9.81, 13.97)
C (9.96, 9.69, 11.00)
C (9.37, 8.88, 14.14)
C (12.71, 15.33, 10.69)
C (10.33, 16.18, 10.18)
C (10.63, 14.08, 11.38)
C (12.32, 12.26, 8.41)
C (10.87, 9.90, 16.30)
C (15.79, 10.20, 14.03)
C (18.51, 11.22, 7.91)
H (18.10, 16.17, 16.91)
H (15.54, 18.54, 19.72)
H (11.96, 12.27, 6.28)
H (13.54, 10.27, 5.91)
H (17.23, 18.83, 17.86)
H (9.12, 11.10, 9.55)
H (15.22, 19.36, 10.11)
H (8.77, 14.94, 11.13)
H (15.06, 11.08, 17.95)
H (12.67, 16.15, 12.67)
H (9.32, 6.83, 8.57)
H (11.30, 10.33, 17.21)
H (12.13, 15.92, 16.55)
H (13.51, 17.31, 19.22)
H (13.81, 12.29, 17.38)
H (19.42, 14.96, 17.21)
H (17.43, 17.21, 10.74)
H (12.64, 10.18, 11.64)
H (8.84, 8.59, 13.25)
H (13.98, 17.10, 14.33)
H (12.51, 15.10, 17.96)
H (9.13, 9.30, 7.76)
H (13.55, 15.10, 10.04)
H (11.11, 8.17, 12.03)
H (12.60, 11.20, 13.09)
H (19.43, 13.51, 11.64)
H (16.73, 17.83, 15.65)
H (10.27, 8.10, 17.31)
H (13.31, 14.61, 16.41)
H (16.97, 18.86, 11.05)
H (11.63, 17.92, 11.61)
H (9.66, 16.87, 9.72)
H (14.71, 9.32, 7.82)
H (10.17, 13.20, 11.92)
H (14.70, 10.39, 10.03)
H (16.32, 14.56, 15.61)
H (9.99, 6.33, 10.73)
H (11.67, 13.10, 8.69)
H (17.18, 17.84, 12.44)
H (17.70, 14.48, 16.94)
H (11.77, 11.25, 14.79)
H (20.91, 14.69, 15.41)
H (12.11, 16.61, 9.01)
H (8.85, 7.31, 15.43)
H (13.51, 10.58, 17.32)
H (21.33, 14.18, 13.05)
H (12.77, 19.38, 9.89)

E = -125033.833 eV
HOMO energy = -0.122 hartree
energy above the lowest of the compared OMol25 structures with the same formula, charge and spin = 110.36 kcal/mol
total charge = -1

Atom charges from the Löwdin analysis, given in e for atoms 1 to 6: 0.967 0.540 0.508 0.937 1.052 0.182